# 1
{"formula": "C29H26Cl5F3FeN4", "method": "the ωB97M-V functional and the def2-TZVPD basis", "spin_multiplicity": 6, "e_above_lowest_kj_mol": 0.5, "charge": -1, "e_homo_ev": [-4.474, -4.386], "orbital_gap_ev": [7.021, 6.578], "molar_mass_g_mol": 720.66, "symbols": ["Fe", "C", "C", "C", "N", "C", "C", "C", "C", "C", "C", "C", "N", "C", "C", "C", "N", "C", "C", "C", "C", "C", "C", "C", "N", "C", "C", "H", "H", "H", "H", "H", "H", "H", "H", "H", "H", "H", "H", "H", "H", "H", "H", "H", "H", "H", "H", "H", "H", "H", "H", "H", "H", "Cl", "C", "C", "C", "Cl", "C", "Cl", "C", "Cl", "C", "Cl", "F", "C", "F", "F"], "coordinates": [[-0.6007, 0.1774, 0.5873], [2.7441, 2.8117, 0.4981], [1.9350, 3.0555, -0.7815], [1.4232, 1.7697, -1.4581], [0.0499, 1.4034, -1.1677], [-0.9363, 1.8579, -1.8797], [-0.7734, 2.8430, -2.9096], [-1.6843, 3.5025, -3.6884], [-3.0793, 3.3944, -3.7628], [-3.8434, 2.4842, -3.0739], [-3.4732, 1.4880, -2.1724], [-2.2326, 1.1503, -1.6178], [-2.0750, 0.0938, -0.8305], [-2.9234, -1.0676, -0.9663], [-2.0179, -2.3110, -1.0754], [-0.6270, -2.0106, -1.6541], [0.1989, -1.3526, -0.6552], [1.4678, -1.5591, -0.5529], [2.2450, -2.2289, -1.5563], [3.4249, -2.9124, -1.4441], [4.2303, -3.1268, -0.3191], [4.0685, -2.5130, 0.9037], [3.1780, -1.5278, 1.3211], [2.0798, -0.9411, 0.6628], [1.4235, 0.1255, 1.0958], [2.0082, 0.9706, 2.1260], [1.8991, 2.4393, 1.7291], [3.3272, 3.7096, 0.7198], [3.4746, 2.0182, 0.3001], [2.5637, 3.5911, -1.4998], [1.0857, 3.7061, -0.5600], [2.0452, 0.9383, -1.1264], [1.5673, 1.8335, -2.5417], [0.2503, 3.1519, -3.0670], [-1.2462, 4.2417, -4.3539], [-3.5913, 4.0777, -4.4287], [-4.9130, 2.5383, -3.2569], [-4.3007, 0.9095, -1.7818], [-3.5201, -0.9781, -1.8798], [-3.6223, -1.1776, -0.1295], [-2.5107, -3.0654, -1.6942], [-1.8758, -2.7541, -0.0927], [-0.7141, -1.3735, -2.5440], [-0.1613, -2.9512, -1.9628], [1.7915, -2.2191, -2.5400], [3.7688, -3.3812, -2.3622], [5.0596, -3.8144, -0.4284], [4.7784, -2.8142, 1.6692], [3.3223, -1.1992, 2.3406], [3.0698, 0.7369, 2.2424], [1.5273, 0.7931, 3.0949], [2.1796, 3.0527, 2.5893], [0.8595, 2.6780, 1.5241], [0.2571, -3.8328, 0.9695], [-0.6807, -3.0724, 2.2409], [-1.0480, -1.7205, 2.1898], [-1.7277, -1.3186, 3.3415], [-2.1224, 0.3618, 3.4467], [-2.0783, -2.1264, 4.4174], [-2.9372, -1.4952, 5.7773], [-1.7149, -3.4650, 4.3888], [-2.1307, -4.5094, 5.6989], [-1.0004, -3.9360, 3.2968], [-0.5260, -5.6029, 3.2857], [-1.1701, 2.7454, 2.4943], [-1.4490, 2.2263, 1.2351], [-2.8228, 2.1751, 1.2152], [-1.1741, 3.3059, 0.4133]], "atomic_forces_ev_per_a": [[0.31, -0.05, -0.40], [-0.02, -0.04, -0.01], [-0.02, 0.01, 0.01], [-0.03, -0.03, 0.00], [-0.09, 0.00, -0.01], [0.02, -0.04, -0.02], [0.00, -0.02, 0.07], [-0.03, 0.02, -0.03], [0.04, 0.01, -0.01], [-0.03, -0.03, 0.03], [-0.01, 0.02, -0.04], [0.16, -0.07, -0.01], [-0.25, 0.20, 0.17], [0.04, -0.03, -0.09], [0.02, 0.01, 0.04], [-0.01, 0.03, 0.03], [0.00, 0.05, -0.04], [0.03, 0.06, -0.04], [-0.04, 0.01, 0.06], [0.06, -0.02, -0.02], [-0.01, -0.01, -0.04], [0.00, 0.03, 0.05], [0.02, 0.00, -0.06], [-0.09, 0.12, -0.08], [0.03, -0.28, 0.20], [0.06, 0.02, -0.10], [-0.10, 0.01, -0.05], [-0.03, 0.03, -0.02], [0.03, 0.02, 0.01], [0.04, -0.02, 0.01], [0.02, 0.01, -0.02], [0.01, -0.01, -0.03], [-0.02, 0.02, 0.00], [0.01, 0.01, 0.01], [0.00, 0.00, 0.01], [0.00, 0.00, -0.01], [0.00, 0.00, -0.01], [0.01, -0.01, 0.00], [0.00, -0.02, 0.00], [0.01, 0.00, 0.01], [0.00, 0.02, -0.02], [-0.03, -0.01, -0.02], [0.01, -0.02, 0.00], [-0.02, -0.02, 0.02], [-0.01, -0.01, 0.00], [-0.01, -0.01, 0.00], [0.01, 0.00, 0.00], [0.00, 0.00, 0.00], [0.00, 0.02, 0.03], [0.02, 0.00, 0.07], [-0.08, 0.02, -0.02], [0.07, -0.04, 0.01], [0.05, 0.03, 0.08], [-0.01, -0.09, 0.06], [0.01, 0.05, -0.01], [0.10, 0.00, 0.03], [0.05, 0.12, -0.15], [-0.21, -0.01, 0.24], [0.02, -0.02, -0.03], [-0.02, 0.00, 0.02], [-0.01, 0.02, 0.03], [0.00, -0.02, 0.00], [-0.01, -0.06, 0.01], [0.00, 0.01, 0.00], [0.03, 0.06, -0.15], [0.00, -0.07, 0.16], [-0.08, 0.01, -0.03], [0.00, -0.05, 0.10]], "lowdin_charge": [1.013, -0.191, -0.175, -0.206, -0.003, -0.225, -0.017, -0.102, -0.134, -0.105, -0.034, -0.229, -0.087, -0.211, -0.171, -0.219, -0.062, -0.318, -0.041, -0.110, -0.138, -0.111, -0.043, -0.252, -0.047, -0.220, -0.179, 0.099, 0.108, 0.102, 0.105, 0.090, 0.105, 0.086, 0.097, 0.084, 0.097, 0.097, 0.101, 0.118, 0.108, 0.049, 0.126, 0.100, 0.098, 0.097, 0.083, 0.098, 0.092, 0.098, 0.121, 0.112, 0.061, 0.742, -0.648, -0.148, -0.700, 0.758, -0.721, 0.646, -0.724, 0.644, -0.714, 0.631, -0.080, -0.567, -0.030, -0.004]}



# 2
{"formula": "C29H26ClN5O3Tl", "method": "the ωB97M-V functional and the def2-TZVPD basis", "e_above_lowest_kj_mol": 88.8, "charge": -1, "e_homo_ev": -4.171, "orbital_gap_ev": 6.700, "molar_mass_g_mol": 732.39, "symbols": ["Tl", "C", "C", "C", "C", "C", "N", "C", "C", "C", "C", "C", "C", "C", "N", "C", "C", "C", "N", "C", "C", "N", "C", "C", "C", "N", "H", "H", "H", "H", "H", "H", "H", "H", "H", "H", "H", "H", "H", "H", "H", "H", "H", "H", "C", "C", "C", "C", "Cl", "C", "C", "C", "O", "C", "C", "O", "O", "H", "H", "H", "H", "H", "H", "H", "H"], "coordinates": [[0.1100, -0.0431, -0.6767], [4.0588, -2.5546, 5.2287], [2.9657, -1.9511, 4.3937], [1.6612, -1.7789, 4.8524], [0.6854, -1.2562, 4.0400], [0.9180, -0.8450, 2.7021], [-0.0677, -0.4187, 1.8830], [-1.1930, 0.1234, 2.4312], [-1.1273, 1.0536, 3.4907], [-2.2422, 1.5857, 4.0849], [-3.5230, 1.2480, 3.6501], [-4.7551, 1.8528, 4.2580], [-3.6193, 0.3642, 2.5909], [-2.4957, -0.1893, 1.9875], [-2.7611, -1.1128, 0.9497], [-3.6038, -2.1520, 1.0637], [-3.7415, -2.7111, -0.1882], [-2.9341, -1.9251, -1.0091], [-2.3526, -0.9637, -0.3052], [2.2510, -1.0223, 2.2660], [3.2240, -1.5644, 3.0904], [2.7165, -0.6673, 0.9734], [3.6860, 0.2395, 0.7513], [4.1153, 0.0714, -0.5468], [3.3446, -0.9887, -1.0297], [2.5093, -1.4303, -0.1012], [3.8937, -2.3816, 6.2903], [5.0192, -2.1194, 4.9559], [4.1233, -3.6330, 5.0616], [1.4072, -2.0716, 5.8643], [-0.3162, -1.1537, 4.4305], [-0.1455, 1.3476, 3.8290], [-2.1230, 2.2788, 4.9068], [-4.5649, 2.1940, 5.2731], [-5.5646, 1.1256, 4.2886], [-5.0906, 2.7068, 3.6657], [-4.5947, 0.0769, 2.2143], [-4.0225, -2.4262, 2.0115], [-4.3279, -3.5592, -0.4732], [-2.7576, -2.0152, -2.0637], [4.2210, -1.6864, 2.6813], [3.9865, 0.9262, 1.5162], [4.8724, 0.6186, -1.0721], [3.3623, -1.4487, -2.0002], [1.8131, 4.0568, -5.3395], [1.5885, 2.5855, -5.1897], [2.3607, 1.6665, -5.8720], [2.1587, 0.3057, -5.6966], [3.1298, -0.8292, -6.5871], [1.1876, -0.1512, -4.8313], [0.3901, 0.7606, -4.1602], [0.5670, 2.1354, -4.3225], [-0.1995, 3.0959, -3.7842], [-1.0098, 2.8730, -2.6377], [-0.2736, 3.3938, -1.3146], [-0.0411, 4.5906, -1.2614], [-0.0282, 2.5128, -0.4610], [2.6060, 4.2616, -6.0545], [2.0764, 4.4828, -4.3724], [0.8984, 4.5454, -5.6684], [3.1333, 2.0022, -6.5458], [1.0417, -1.2098, -4.6831], [-0.3949, 0.3809, -3.5246], [-1.3067, 1.8291, -2.5066], [-1.9067, 3.4801, -2.7905]], "atomic_forces_ev_per_a": [[0.11, 0.39, 0.02], [-0.08, -0.05, -0.08], [0.14, 0.07, -0.04], [0.24, -0.04, -0.07], [-0.15, 0.06, 0.00], [0.25, -0.29, 0.04], [0.00, 0.02, -0.96], [-0.36, 0.04, 0.18], [0.04, -0.02, -0.20], [-0.18, -0.01, 0.01], [-0.03, -0.11, -0.02], [0.04, 0.01, -0.10], [0.02, 0.15, 0.12], [0.26, 0.62, 0.43], [-0.18, -0.58, 0.07], [-0.17, -0.45, -0.18], [-0.11, -0.04, 0.17], [0.08, 0.11, 0.26], [0.11, 0.45, -0.46], [-0.12, -0.26, 0.47], [-0.09, -0.06, 0.24], [0.20, 0.41, -0.08], [0.20, 0.26, -0.43], [0.10, 0.14, 0.18], [-0.08, -0.06, 0.22], [-0.12, -0.88, -0.26], [0.00, -0.02, 0.10], [0.10, -0.02, 0.06], [0.06, -0.03, 0.10], [-0.03, -0.02, 0.07], [-0.06, -0.03, 0.02], [0.10, 0.00, 0.05], [0.00, 0.12, 0.06], [-0.01, 0.06, 0.08], [-0.12, -0.01, 0.02], [-0.08, 0.05, 0.07], [-0.03, 0.05, -0.05], [-0.04, -0.01, 0.16], [-0.15, -0.20, 0.02], [0.13, 0.03, -0.17], [0.02, 0.00, -0.02], [0.02, 0.13, 0.16], [0.08, 0.17, -0.03], [-0.08, -0.03, -0.16], [-0.06, -0.03, 0.05], [-0.21, 0.04, 0.22], [-0.06, -0.20, 0.07], [-0.14, 0.07, 0.15], [0.17, -0.15, -0.10], [0.14, 0.04, -0.15], [-0.31, 0.33, 0.13], [0.35, -0.49, -0.40], [0.08, 0.19, -0.22], [0.03, 0.29, 1.01], [-0.60, -0.46, -1.06], [0.15, 0.81, -0.16], [0.12, -0.85, 0.66], [0.07, 0.01, -0.05], [-0.03, 0.14, 0.03], [-0.05, 0.13, 0.00], [0.10, 0.09, -0.08], [-0.03, -0.11, -0.01], [0.04, 0.03, 0.02], [0.09, 0.06, -0.20], [0.11, -0.07, 0.02]], "lowdin_charge": [0.955, -0.073, -0.303, -0.061, -0.029, -0.249, -0.014, -0.264, -0.024, -0.047, -0.292, -0.067, 0.005, -0.131, -0.101, -0.069, -0.067, -0.162, -0.023, -0.145, 0.002, -0.145, -0.069, -0.063, -0.203, -0.004, 0.067, 0.068, 0.074, 0.105, 0.105, 0.122, 0.107, 0.068, 0.069, 0.079, 0.120, 0.123, 0.083, 0.101, 0.124, 0.127, 0.088, 0.099, -0.032, -0.193, -0.080, -0.686, 0.620, -0.118, -0.044, -0.225, -0.029, -0.090, -0.700, -0.002, -0.202, 0.072, 0.093, 0.084, 0.104, 0.104, 0.047, 0.068, 0.122]}



# 3
{"formula": "C29H26CrF10N5OS", "method": "the ωB97M-V functional and the def2-TZVPD basis", "spin_multiplicity": 2, "e_homo_ev": [-7.662, -7.857], "orbital_gap_ev": [7.043, 7.585], "molar_mass_g_mol": 734.60, "symbols": ["Cr", "C", "N", "C", "C", "N", "C", "C", "F", "C", "F", "C", "F", "C", "F", "C", "F", "C", "C", "N", "C", "C", "F", "C", "F", "C", "F", "C", "F", "C", "F", "H", "H", "H", "H", "H", "H", "H", "H", "H", "H", "H", "C", "C", "N", "C", "C", "C", "S", "N", "C", "O", "C", "C", "C", "C", "C", "C", "H", "H", "H", "H", "H", "H", "H", "H", "H", "H", "H", "H", "H", "H", "H"], "coordinates": [[-0.0580, 1.3371, -1.0073], [0.3465, 4.1761, -0.1597], [-0.0532, 3.4127, -1.3527], [-1.3658, 3.8830, -1.8327], [-2.4273, 3.0188, -1.1859], [-1.9948, 1.6509, -1.4100], [-2.9157, 0.6453, -1.2767], [-4.0103, 0.6397, -0.3979], [-4.2171, 1.6725, 0.4342], [-4.8811, -0.4315, -0.3097], [-5.8859, -0.3899, 0.5666], [-4.7126, -1.5499, -1.1013], [-5.5702, -2.5685, -1.0219], [-3.6618, -1.5810, -2.0041], [-3.5198, -2.6313, -2.8116], [-2.8115, -0.5033, -2.0955], [-1.8860, -0.4902, -3.0619], [0.9429, 3.5290, -2.4252], [2.2405, 2.8610, -2.0328], [1.9643, 1.6536, -1.2523], [3.0568, 0.8539, -1.0231], [3.0616, -0.1123, 0.0115], [2.0986, -0.0387, 0.9325], [4.0320, -1.0667, 0.2050], [3.8972, -1.9614, 1.1855], [5.1689, -1.0615, -0.5824], [6.1209, -1.9821, -0.4268], [5.3066, -0.0347, -1.4914], [6.4384, 0.0795, -2.1897], [4.2983, 0.8912, -1.7006], [4.5927, 1.8514, -2.6016], [0.5749, 5.2166, -0.4156], [1.2175, 3.7151, 0.3019], [-0.4609, 4.1563, 0.5701], [-1.4251, 3.7339, -2.9107], [-1.5037, 4.9472, -1.6210], [-3.3934, 3.2123, -1.6618], [-2.5263, 3.2591, -0.1193], [1.1205, 4.5779, -2.6918], [0.5326, 3.0169, -3.2994], [2.8665, 3.5502, -1.4516], [2.7782, 2.6397, -2.9543], [0.8243, -2.3373, 3.6519], [-0.5672, -1.7196, 3.7525], [-0.6582, -0.3628, 3.2092], [-0.5107, 0.7591, 4.1360], [0.9268, 1.2808, 4.2157], [-0.6781, -0.1923, 1.8754], [-0.7490, 1.4422, 1.2743], [-0.7019, -1.3049, 1.1561], [-0.3870, -1.4606, -0.1198], [-0.0282, -0.5480, -0.9191], [-0.4026, -2.8529, -0.6227], [-0.0943, -3.0960, -1.9602], [-0.0723, -4.3915, -2.4474], [-0.3452, -5.4554, -1.6015], [-0.6464, -5.2203, -0.2665], [-0.6829, -3.9268, 0.2221], [0.8110, -3.3245, 4.1162], [1.5725, -1.7297, 4.1605], [1.1193, -2.4492, 2.6104], [-0.8794, -1.6694, 4.7954], [-1.2757, -2.3400, 3.2068], [-0.8230, 0.4128, 5.1203], [-1.1853, 1.5555, 3.8264], [1.5746, 0.5433, 4.6891], [0.9642, 2.2053, 4.7924], [1.3067, 1.4855, 3.2171], [0.1275, -2.2578, -2.6057], [0.1667, -4.5676, -3.4880], [-0.3168, -6.4693, -1.9795], [-0.8510, -6.0513, 0.3959], [-0.9138, -3.7355, 1.2593]], "atomic_forces_ev_per_a": [[-0.78, 1.23, 1.16], [0.15, 0.00, 0.13], [0.15, 0.43, -0.01], [-0.41, -0.15, 0.04], [0.03, 0.08, -0.08], [1.42, -0.25, -0.38], [-0.68, -0.74, -0.23], [0.49, -0.03, -0.07], [-0.06, 0.03, 0.03], [-0.05, -0.08, -0.03], [-0.08, 0.00, 0.06], [0.00, 0.11, 0.01], [0.03, -0.07, 0.03], [-0.11, -0.02, 0.06], [0.04, -0.03, -0.08], [0.07, 0.68, 0.17], [0.12, -0.24, -0.09], [0.23, -0.06, -0.04], [0.07, 0.17, 0.18], [-1.07, -0.01, -0.31], [0.68, -0.58, -0.01], [-0.19, 0.52, -0.28], [-0.56, -0.25, 0.23], [0.14, 0.03, -0.14], [-0.01, -0.05, 0.08], [-0.07, 0.09, 0.06], [0.06, -0.01, 0.03], [0.09, -0.01, 0.04], [0.04, -0.07, -0.11], [-0.31, -0.02, 0.10], [0.21, -0.19, -0.14], [-0.05, -0.01, -0.06], [0.01, -0.01, -0.05], [-0.03, 0.02, -0.03], [0.10, 0.01, 0.00], [0.05, 0.00, 0.01], [-0.05, 0.00, 0.08], [0.00, -0.03, -0.02], [-0.07, 0.00, -0.03], [-0.06, 0.04, 0.02], [0.03, 0.02, -0.05], [-0.16, 0.17, 0.07], [-0.08, 0.04, 0.02], [0.07, -0.18, -0.01], [0.18, -0.01, -0.26], [0.20, 0.19, -0.04], [-0.13, -0.15, -0.04], [-0.05, 0.57, 0.01], [0.44, -0.01, -0.07], [0.03, -0.74, -0.14], [-0.15, 0.62, 0.86], [0.18, -1.02, -0.48], [0.03, -0.21, -0.27], [-0.02, 0.09, 0.06], [0.03, 0.01, -0.06], [0.02, -0.01, 0.00], [-0.05, -0.07, 0.00], [0.04, 0.09, -0.02], [0.04, -0.01, 0.00], [0.00, -0.01, 0.01], [0.02, 0.02, -0.02], [-0.05, 0.04, -0.03], [-0.04, 0.00, 0.08], [-0.13, -0.02, -0.05], [-0.02, -0.02, 0.04], [0.04, 0.05, 0.02], [-0.02, -0.03, 0.05], [0.03, 0.03, -0.03], [-0.02, 0.00, -0.01], [-0.01, -0.02, 0.00], [-0.01, 0.00, 0.00], [-0.02, 0.00, 0.00], [0.00, 0.03, 0.02]], "lowdin_charge": [0.733, -0.078, -0.312, -0.165, -0.226, -0.126, -0.186, -0.141, 0.090, -0.145, 0.122, -0.143, 0.122, -0.146, 0.127, -0.159, 0.100, -0.179, -0.221, -0.069, -0.152, -0.149, 0.085, -0.147, 0.121, -0.151, 0.122, -0.152, 0.120, -0.126, 0.067, 0.103, 0.086, 0.072, 0.125, 0.133, 0.135, 0.096, 0.138, 0.128, 0.128, 0.117, -0.061, -0.195, -0.107, -0.236, -0.075, -0.630, 0.847, 0.125, -0.396, -0.132, -0.129, -0.014, -0.068, -0.077, -0.073, -0.015, 0.078, 0.066, 0.061, 0.114, 0.106, 0.114, 0.083, 0.066, 0.077, 0.046, 0.116, 0.106, 0.104, 0.104, 0.099]}